(1)
One molecule with the formula C2H4F2, computed with the ωB97M-V functional and the def2-TZVPD basis.

Output
Energy relative to the best compared isomer or geometry (same formula, charge and spin)   43.2 kJ/mol
HOMO-LUMO gap   0.4811 Eh
Total energy   -278.31880 Eh
Maximum force   0.015 Eh/bohr
SMILES   FCCF
Total charge   0

Element x y z (Å)
C 0.4612 -0.6054 0.0540
C -0.5328 0.5372 -0.0990
F 1.0638 -0.5670 1.2844
F 0.0905 1.6685 -0.5573
H 1.2540 -0.5305 -0.6967
H -0.0490 -1.5707 -0.0161
H -1.3015 0.2819 -0.8345
H -0.9863 0.7860 0.8653

***

(2)
A 6-piece molecular cluster, C37H58N2O17 overall, computed with the ωB97M-V functional and the def2-TZVPD basis.

Output
HOMO-LUMO gap   0.2992 Eh
Total energy   -2833.05433 Eh
Maximum force   0.092 Eh/bohr
SMILES   [H]/N=C(\C)CN1C(=O)c2c(C#C)ccc(CCCCCCCCC)c2C1=O.COC(=O)OC.COC(=O)OC.COC(=O)OC.COC(=O)OC.COC(=O)OC
Total charge   0

Element x y z (Å)
C 2.1383 -0.4436 3.4101
C 1.7131 -0.9584 2.3803
C 0.8968 -1.8965 1.4573
C 1.1123 -3.4046 1.4161
C 0.2090 -4.2028 0.4962
C -0.8592 -3.5685 -0.3708
C -1.7709 -4.5184 -1.2551
C -3.2633 -4.4422 -0.6753
C -3.6864 -5.6657 0.2396
C -2.7587 -5.9193 1.5073
C -2.4727 -4.6319 2.3999
C -3.4314 -4.4796 3.6767
C -4.1618 -3.0695 3.5581
C -4.6919 -2.4890 4.9496
C -5.0613 -0.9362 4.6619
C -1.0730 -2.0883 -0.3771
C -0.1437 -1.3286 0.5655
C -0.6406 0.1445 0.3355
O -0.3137 1.1011 1.0165
N -1.5738 0.1741 -0.7825
C -1.1924 1.0972 -1.8856
C -1.2575 2.6323 -1.4954
C -0.0427 3.6396 -1.7053
N -2.3368 3.0920 -0.9631
C -2.0696 -1.1703 -1.1643
O -3.0315 -1.4534 -1.8848
H 2.5037 0.1416 4.2936
H 1.8901 -3.8962 2.0772
H 0.3382 -5.3176 0.4770
H -1.3568 -5.5705 -1.3274
H -1.8181 -4.0599 -2.2992
H -3.9538 -4.4619 -1.5862
H -3.4127 -3.4277 -0.2036
H -3.6894 -6.6291 -0.3687
H -4.7630 -5.5165 0.5810
H -3.3188 -6.6637 2.1684
H -1.7778 -6.3914 1.2030
H -2.5048 -3.6658 1.8194
H -1.4139 -4.7465 2.8124
H -4.1380 -5.3596 3.7760
H -2.8169 -4.4540 4.6388
H -5.0137 -3.1946 2.8216
H -3.4336 -2.2827 3.1621
H -3.8499 -2.4593 5.7192
H -5.6080 -3.0144 5.3441
H -4.1777 -0.2712 4.9107
H -6.0227 -0.6146 5.1562
H -5.2429 -0.8375 3.5373
H -1.8696 0.9629 -2.7863
H -0.1208 0.8726 -2.1822
H 0.9468 3.0769 -1.7773
H 0.0724 4.3557 -0.8298
H -0.1351 4.2423 -2.6657
H -2.2225 4.0902 -0.7431
C -2.0106 -0.5311 -5.0738
O -0.9168 -0.3503 -5.9722
C -1.2697 0.0093 -7.2143
O -2.3927 0.1832 -7.6114
O -0.1464 0.1461 -7.9345
C -0.3610 0.5338 -9.2914
H -1.6120 -0.8205 -4.1029
H -2.5704 0.3978 -4.9486
H -2.6662 -1.3292 -5.4253
H -0.8522 1.5072 -9.3409
H -0.9461 -0.2208 -9.8196
H 0.6140 0.6136 -9.7712
C 1.9403 2.1307 -6.5122
O 2.1945 2.9219 -5.3502
C 3.2678 3.7198 -5.4463
O 3.9987 3.8123 -6.3997
O 3.3850 4.3954 -4.2939
C 4.4953 5.2930 -4.2476
H 1.0540 1.5303 -6.3170
H 1.7431 2.7676 -7.3767
H 2.7761 1.4578 -6.7110
H 4.4031 6.0596 -5.0182
H 5.4353 4.7490 -4.3553
H 4.4891 5.7810 -3.2738
C 5.7753 8.2417 -0.6272
O 6.1093 9.4858 -1.2421
C 6.1580 9.4429 -2.5807
O 5.9493 8.4733 -3.2664
O 6.4792 10.6659 -3.0240
C 6.5676 10.7694 -4.4445
H 5.7658 8.3969 0.4510
H 4.7822 7.9125 -0.9383
H 6.5240 7.4829 -0.8612
H 5.6064 10.5410 -4.9080
H 7.3480 10.1116 -4.8309
H 6.8320 11.7984 -4.6857
C -2.6130 -8.3576 6.3920
O -3.7357 -7.4776 6.3944
C -4.5956 -7.6844 7.4021
O -4.4898 -8.5211 8.2625
O -5.5936 -6.7970 7.2843
C -6.5919 -6.9006 8.2984
H -1.9903 -8.0973 5.5363
H -2.0224 -8.2315 7.3010
H -2.9361 -9.3943 6.2825
H -6.1606 -6.7164 9.2838
H -7.0743 -7.8791 8.2656
H -7.3441 -6.1374 8.1018
C 6.8099 4.3737 4.7010
O 5.9675 4.7102 3.5998
C 5.3226 3.6649 3.0607
O 5.4031 2.5190 3.4256
O 4.5737 4.1179 2.0462
C 3.8249 3.1053 1.3725
H 7.2769 5.2927 5.0537
H 6.2248 3.9471 5.5174
H 7.5956 3.6838 4.3883
H 3.1208 2.6273 2.0555
H 4.4918 2.3656 0.9262
H 3.2592 3.5852 0.5744

***

(3)
A 2-piece molecular cluster, C15H27F10N3O2P2 overall, computed with the ωB97M-V functional and the def2-TZVPD basis.

Output
HOMO-LUMO gap   0.2678 Eh
Total energy   -2583.73765 Eh
Maximum force   0.098 Eh/bohr
Total charge   0

Element x y z (Å)
C 3.1444 -4.5951 1.0962
C 2.2534 -3.2978 1.5438
P 1.3728 -2.7215 -0.0544
C 2.6357 -1.6728 -0.9880
C -0.2032 -1.6655 0.3899
C -1.3737 -2.7267 0.1642
F -0.8630 -3.9188 0.8158
F -2.5653 -2.4710 0.9184
C -1.6535 -3.1968 -1.3347
F -1.7026 -4.6224 -1.3759
F -0.8307 -2.6240 -2.3212
C -0.2382 -1.3791 1.9894
C 0.8895 -0.3814 2.4755
N 1.3069 0.6651 1.5138
C 1.4411 2.0290 2.0806
C 2.9857 2.4735 1.8159
O 3.5881 1.9082 0.8781
C 0.6374 0.6439 0.2315
N 1.0187 1.6766 -0.5916
N -0.2623 -0.3644 -0.2656
C -1.5121 0.1330 -0.8367
C -2.6815 0.5626 0.1966
C -3.4438 1.9061 -0.3216
C -4.9950 1.6812 0.1022
O -5.8706 2.6680 -0.5438
H 3.1652 -5.3028 1.9965
H 2.6152 -5.1054 0.2215
H 4.2016 -4.2737 0.7753
H 1.5371 -3.6962 2.3289
H 2.9975 -2.5279 1.9282
H 3.3873 -2.3990 -1.4529
H 2.1513 -1.0701 -1.8311
H 3.1830 -0.9418 -0.2814
H -2.7277 -2.8692 -1.5905
H -0.1443 -2.3295 2.6021
H -1.2382 -0.9048 2.3083
H 0.4801 0.1184 3.4320
H 1.8424 -0.9223 2.8358
H 0.6958 2.7906 1.6808
H 1.3487 2.0728 3.2275
H 3.5233 3.2298 2.5009
H 1.8930 1.5198 -1.1226
H 0.5349 2.5899 -0.5939
H -2.0175 -0.5257 -1.6275
H -1.2832 1.1045 -1.4205
H -2.3278 0.6847 1.2705
H -3.4912 -0.2508 0.0970
H -3.4833 1.9664 -1.4646
H -3.0426 2.8431 0.1764
H -5.1305 1.6398 1.2341
H -5.3843 0.6657 -0.2838
H -6.7267 2.1811 -0.6007
F 0.3659 3.1689 -4.0575
P 1.4806 4.1461 -3.4207
F 1.6669 4.7486 -4.9018
F 2.5685 3.0330 -3.8439
F 2.3016 3.8469 -2.0576
F 0.1799 4.3560 -2.4805
F 1.7996 5.7032 -3.1628

***

(4)
A 2-piece molecular cluster, C3H9N2O overall, computed with the ωB97M-V functional and the def2-TZVPD basis.

Output
Energy relative to the best compared isomer or geometry (same formula, charge and spin)   126.3 kJ/mol
HOMO-LUMO gap   0.3953 Eh
Total energy   -304.20227 Eh
Maximum force   0.094 Eh/bohr
Total charge   +1

Element x y z (Å)
C -0.3251 1.7249 -0.8048
C 0.7867 1.0194 -1.1130
C 1.1871 -0.3602 -0.6771
N 2.4278 -0.6664 -0.6731
N -1.5338 -0.8820 1.5423
O 0.3655 -1.1328 -0.1503
H -0.4638 2.7892 -1.1063
H -1.1619 1.3726 -0.3550
H 1.4269 1.4620 -1.8337
H 2.6726 -1.5143 -0.2819
H 3.0691 -0.0961 -1.0210
H -1.1123 -1.2026 2.4477
H -2.3390 -1.3945 1.1241
H -1.7433 0.0948 1.4502
H -0.7255 -1.0100 0.8171

***

no.,LUMO energy (Eh)
1,0.0416
2,-0.0332
3,-0.0719
4,-0.1272